1.
The following is a DFT calculation (ωB97M-V with the def2-TZVPD basis set) of the molecule C5H5NO.

Structure (XYZ):
```
12
Properties=species:S:1:pos:R:3
O -2.579 -0.369 0.129
N 2.652 0.701 1.260
C -1.388 -0.185 0.124
C -0.216 -1.159 0.111
C 1.799 0.375 0.548
C 0.690 0.033 -0.342
C -0.515 1.020 -0.216
H 1.073 -0.066 -1.361
H -0.453 -1.911 -0.648
H -0.815 1.536 -1.131
H 0.092 -1.668 1.030
H -0.400 1.749 0.592
```

Calculated values
- Relative energy (zero: lowest compared OMol25 entry of this formula, charge and spin): 1.079 eV
- Energy: -8802.340 eV
- Largest force on an atom: 1.15 eV Å⁻¹
- Frontier orbital gap: 10.77 eV
- HOMO energy: -10.247 eV
- LUMO level: 0.019 hartree

2.
The following is a DFT calculation (ωB97M-V with the def2-TZVPD basis set) of the molecule C5H8N2.

Structure (XYZ):
```
15
Properties=species:S:1:pos:R:3
N -0.174 -1.550 -0.999
N 0.786 0.479 -1.849
C 1.508 -0.097 1.632
C -0.851 0.693 0.207
C 0.792 -0.051 0.548
C -1.997 0.114 0.563
C 0.264 -0.286 -0.756
H 1.313 0.561 2.468
H 0.793 1.485 -1.722
H 2.349 -0.780 1.700
H 0.511 -2.227 -0.667
H 0.371 0.147 -2.710
H -0.712 1.769 0.244
H -2.831 0.694 0.935
H -2.121 -0.951 0.406
```

Calculated values
- Relative energy (zero: lowest compared OMol25 entry of this formula, charge and spin): 5.849 eV
- Energy: -8289.148 eV
- Largest force on an atom: 3.86 eV Å⁻¹
- Frontier orbital gap (alpha / beta): 7.27 / 7.27 eV
- HOMO energy (alpha / beta): -7.601 / -7.599 eV
- LUMO level (alpha / beta): -0.012 / -0.012 hartree

3.
The following is a DFT calculation (ωB97M-V with the def2-TZVPD basis set) of a cluster of 4 separate species, C19H48INO11P2S3 in total.

Structure (XYZ):
```
85
Properties=species:S:1:pos:R:3
I -3.369 -2.711 -3.254
S -4.871 -4.906 -6.991
S 2.678 1.528 6.095
S 7.218 4.447 3.845
P -1.664 -0.677 -1.146
P -1.247 1.517 -0.851
O 8.189 4.023 4.816
O 2.360 1.619 4.696
O -3.617 -4.431 -7.507
O -5.725 -4.072 -6.189
O 0.359 1.875 -1.327
O 6.307 5.532 4.103
O 3.976 1.107 6.550
O 7.969 4.717 2.442
O -5.733 -5.522 -8.208
O -5.377 -1.206 -0.892
O 2.302 2.927 6.805
N -6.432 -1.474 1.552
C 3.229 4.011 6.694
C 3.153 4.676 5.334
C 9.981 5.986 2.981
C 6.288 3.033 3.329
C 1.286 0.123 1.808
C -1.892 -2.487 -1.615
C -5.543 -3.932 -10.048
C -3.193 -0.436 -0.132
C 8.645 5.964 2.262
C -4.306 -1.515 0.044
C -4.977 -1.239 1.510
C -0.543 -3.101 -2.279
C -0.043 -1.009 -0.162
C -2.329 2.369 -2.159
C 0.042 -0.124 1.173
C 1.444 0.541 6.890
C 0.100 -4.272 -1.387
C -4.586 -6.425 -6.131
C -6.456 -4.622 -9.052
H 2.122 4.941 5.090
H 5.750 2.653 4.197
H -3.936 -6.210 -5.283
H -1.589 -0.372 -2.572
H 1.499 -0.462 6.469
H 6.976 2.277 2.956
H -6.127 -3.354 -10.767
H -4.936 -4.662 -10.587
H -6.726 -2.281 1.008
H -3.121 1.642 -2.528
H -6.917 -0.620 1.286
H 0.466 0.975 6.693
H 9.844 5.970 4.064
H -3.714 0.503 -0.520
H 1.651 0.512 7.958
H -2.868 3.280 -1.777
H -4.856 -3.250 -9.544
H 8.813 6.077 1.189
H 0.626 2.716 -0.918
H 1.967 -0.747 2.002
H -0.857 0.294 1.696
H -0.050 -2.082 0.228
H 0.205 -2.290 -2.542
H -4.032 -2.598 0.074
H -0.526 -4.560 -0.497
H 3.508 4.006 4.550
H 8.011 6.796 2.579
H -4.100 -7.126 -6.806
H 2.958 4.735 7.465
H -7.012 -3.895 -8.454
H 10.540 6.889 2.725
H -5.637 -2.017 -1.362
H 0.242 -5.227 -1.989
H -5.540 -6.817 -5.783
H -7.189 -5.223 -9.594
H 1.123 -3.943 -1.052
H 1.546 1.157 2.156
H -2.109 -3.185 -0.755
H -4.786 -0.187 1.862
H 3.767 5.578 5.311
H -1.733 2.686 -3.067
H 5.585 3.337 2.555
H -2.863 -0.125 0.916
H -4.510 -2.005 2.213
H 4.245 3.673 6.913
H 0.862 -0.802 -0.793
H 10.577 5.111 2.717
H -0.768 -3.602 -3.273
```

Calculated values
- Relative energy (zero: lowest compared OMol25 entry of this formula, charge and spin): 0.000 eV
- Energy: -103670.966 eV
- Largest force on an atom: 3.08 eV Å⁻¹
- Frontier orbital gap: 7.27 eV
- HOMO energy: -6.827 eV
- LUMO level: 0.016 hartree

4.
The following is a DFT calculation (ωB97M-V with the def2-TZVPD basis set) of a structure of composition C4H7NO2P.

Structure (XYZ):
```
15
Properties=species:S:1:pos:R:3
P 1.238 0.410 0.002
O 0.572 1.312 0.997
O 2.555 0.574 -0.715
N 0.033 -0.101 -1.177
C -2.109 2.114 0.649
C 0.104 -1.518 -0.643
C 1.015 -1.313 0.623
C -2.445 1.294 -0.272
H 0.518 0.026 -2.027
H -0.914 -1.996 -0.396
H 0.394 -1.434 1.593
H -1.010 2.080 0.643
H -2.527 2.683 1.460
H 1.887 -2.009 0.640
H 0.689 -2.124 -1.377
```

Calculated values
- Relative energy (zero: lowest compared OMol25 entry of this formula, charge and spin): 2.737 eV
- Energy: -19134.464 eV
- Largest force on an atom: 2.19 eV Å⁻¹
- Frontier orbital gap: 9.07 eV
- HOMO energy: -4.813 eV
- LUMO level: 0.157 hartree
- Total charge: -1

5.
The following is a DFT calculation (ωB97M-V with the def2-TZVPD basis set) of a structure of composition C4H4NaO5.

Structure (XYZ):
```
14
Properties=species:S:1:pos:R:3
Na 2.756 -2.478 -0.030
O 3.488 1.196 0.240
O 1.775 -0.274 -0.004
O 0.420 -2.062 -0.015
O -0.370 -0.222 -1.132
O -0.343 -0.254 1.120
C -1.612 0.300 -0.710
C 0.312 -0.769 -0.021
C -1.351 0.663 0.747
C 2.410 0.994 -0.297
H -2.401 -0.464 -0.805
H -2.228 0.510 1.389
H -1.867 1.166 -1.333
H -0.986 1.695 0.849
```

Calculated values
- Relative energy (zero: lowest compared OMol25 entry of this formula, charge and spin): 2.556 eV
- Energy: -18866.019 eV
- Largest force on an atom: 2.14 eV Å⁻¹
- Frontier orbital gap (alpha / beta): 3.44 / 3.44 eV
- HOMO energy (alpha / beta): -1.660 / -1.661 eV
- LUMO level (alpha / beta): 0.065 / 0.065 hartree
- Total charge: -1

6.
The following is a DFT calculation (ωB97M-V with the def2-TZVPD basis set) of a cluster of 2 separate species, C7H14ClNO3Si in total.

Structure (XYZ):
```
27
Properties=species:S:1:pos:R:3
Cl -3.350 -0.021 1.928
Si 1.853 0.610 -0.868
O 2.622 2.056 -0.331
O -2.273 -0.687 -1.956
O 1.778 -0.024 0.626
N 1.499 -1.291 1.114
C -1.801 1.882 -1.908
C -1.901 0.401 -1.367
C 1.425 -2.208 0.240
C 2.845 2.730 0.857
C -2.347 -0.848 0.795
C 0.788 -3.493 0.513
C -1.481 0.276 0.014
H -3.055 -1.369 0.083
H 2.578 2.106 1.688
H -0.375 0.239 0.084
H -0.031 -3.569 -0.202
H 3.908 2.969 1.073
H -1.720 1.246 0.657
H 1.724 -1.917 -0.778
H -1.827 1.674 -2.945
H -2.539 2.568 -1.441
H -1.717 -1.647 1.219
H 1.655 -4.113 0.280
H 0.417 -3.418 1.557
H -0.790 2.253 -1.765
H 2.116 3.594 0.833
```

Calculated values
- Relative energy (zero: lowest compared OMol25 entry of this formula, charge and spin): 5.868 eV
- Energy: -35515.610 eV
- Largest force on an atom: 5.48 eV Å⁻¹
- Frontier orbital gap: 9.32 eV
- HOMO energy: -9.467 eV
- LUMO level: -0.005 hartree